# 1
This record from the Open Molecules 2025 dataset describes 2 unconnected molecules or ions with the total composition C4H12NPS in a non-equilibrium geometry. The level of theory is the ωB97M-V functional and the def2-TZVPD basis.

Spin multiplicity: 1
Total charge: 0
HOMO level in eV: -7.631
Lowest unoccupied orbital energy in eV: 0.5
F_max in eV/Å: 3.8
Relative energy (zero: lowest compared OMol25 entry of this formula, charge and spin) in kcal/mol: 101.3
Gap between HOMO and LUMO in eV: 8.15
SMILES: C[NH+](C)[S-].[H]/P=C/C

Geometry as XYZ:
```
19
Properties=species:S:1:pos:R:3:forces:R:3
C -3.80113 -0.84219 -0.55583 1.7 2.9 0.4
C 2.21632 0.26259 1.43342 0.4 1.5 0.2
C 2.20895 -0.72848 -0.82374 1.2 2.6 -2.1
C -2.98600 0.39548 -0.22298 -0.6 0.6 0.0
N 2.61469 0.43347 0.03078 -1.9 -1.1 -2.3
P -1.37606 0.30554 0.29913 -1.4 2.2 -0.1
S 1.94095 1.94089 -0.73439 0.3 0.2 0.3
H -4.57204 -0.78595 0.10588 -2.4 -0.1 2.2
H -3.29605 -1.70678 -0.34837 1.3 -2.4 -0.1
H -4.29257 -0.74487 -1.45972 -0.5 -0.2 -2.3
H 1.15539 0.69878 1.42900 1.8 -0.5 0.8
H 2.29206 -0.74940 1.83382 -0.2 -0.2 -0.5
H 3.06060 0.81087 1.91723 -1.5 0.2 0.5
H 1.20396 -0.64102 -1.03552 -2.2 0.7 -0.8
H 2.78105 -0.65934 -1.81645 -0.7 -0.6 1.8
H 2.20139 -1.52947 -0.20877 1.2 -3.3 1.4
H -3.66924 1.33153 -0.28584 1.7 -1.3 0.2
H -1.25644 1.78559 0.62254 0.1 -1.7 -0.4
H 3.57416 0.42277 -0.18019 1.8 0.6 0.8
```
Forces are in eV/Å.

***

# 2
This record from the Open Molecules 2025 dataset describes 2 unconnected molecules or ions with the total composition C4H12NPS2 in a non-equilibrium geometry. The level of theory is the ωB97M-V functional and the def2-TZVPD basis.

Spin multiplicity: 3
Total charge: 0
HOMO level (spin up / spin down) in eV: -6.554 / -8.749
Lowest unoccupied orbital energy (spin up / spin down) in eV: 0.7 / -2.9
F_max in eV/Å: 1.1
Relative energy (zero: lowest compared OMol25 entry of this formula, charge and spin) in kcal/mol: 0.0
Gap between HOMO and LUMO (spin up / spin down) in eV: 7.26 / 5.88

Geometry as XYZ:
```
20
Properties=species:S:1:pos:R:3:forces:R:3
C 1.84130 -0.77009 -0.55047 -0.1 0.3 -0.1
C 1.96792 0.97890 1.27339 -0.1 0.1 -0.3
C -2.90624 -0.20113 0.61974 0.3 0.4 0.0
C 1.16743 0.43526 0.09469 0.2 0.1 0.1
N -0.17252 0.08743 0.56047 0.3 -0.3 0.6
P -1.49541 0.37138 -0.39767 -1.0 -0.1 -0.3
S -1.59202 2.13714 -1.17857 -0.1 0.5 0.0
S -1.22073 -1.78857 -2.41341 0.2 -1.0 -0.2
H 2.03063 -1.54509 0.18960 0.0 -0.1 0.1
H 1.19691 -1.18056 -1.32616 0.1 -0.1 -0.1
H 2.78585 -0.48128 -1.00392 0.1 0.0 0.0
H 2.96434 1.25843 0.94525 0.2 0.0 0.0
H 2.05631 0.22725 2.05597 0.0 -0.1 0.1
H 1.47832 1.85808 1.68505 0.0 0.0 0.1
H -2.88193 -1.28386 0.72302 0.0 -0.1 0.0
H -2.84539 0.28372 1.59475 -0.1 -0.1 0.1
H -3.82261 0.09691 0.11263 0.1 0.0 0.0
H 1.04203 1.22885 -0.65314 0.0 -0.1 0.2
H -0.19200 -0.79392 1.06236 -0.1 0.1 0.1
H -1.40220 -0.91886 -3.39359 -0.1 0.4 -0.3
```
Forces are in eV/Å.

***

# 3
This record from the Open Molecules 2025 dataset describes 2 unconnected molecules or ions with the total composition C4H12NS. The level of theory is the ωB97M-V functional and the def2-TZVPD basis.

Spin multiplicity: 1
Total charge: -1
HOMO level in eV: -2.398
Lowest unoccupied orbital energy in eV: 4.0
F_max in eV/Å: 0.5
Relative energy (zero: lowest compared OMol25 entry of this formula, charge and spin) in kcal/mol: 3.9
Gap between HOMO and LUMO in eV: 6.38

Geometry as XYZ:
```
18
Properties=species:S:1:pos:R:3:forces:R:3
C 1.18574 -1.47018 -1.04160 -0.2 0.1 0.1
C 2.35589 -0.49725 -0.91678 0.1 0.2 -0.4
S 1.85977 1.17159 -0.36501 0.1 -0.1 0.0
N 0.08308 -0.96725 -1.86267 -0.3 -0.4 -0.1
H 0.78842 -1.68797 -0.04366 0.1 0.0 0.0
H 1.50156 -2.42375 -1.48351 0.1 0.0 0.1
H 2.80323 -0.40923 -1.91760 0.1 -0.1 0.1
H 3.12139 -0.91726 -0.25662 0.0 0.0 0.0
H 0.33132 -1.04896 -2.84268 0.1 0.2 0.0
H -0.01951 0.02422 -1.65469 0.2 0.1 0.0
C -2.46896 1.28416 1.45382 0.1 0.1 0.0
C -1.05584 0.75644 1.67620 0.0 0.0 -0.1
H -2.45462 1.96033 0.59605 -0.1 0.0 0.0
H -2.84540 1.85096 2.30956 0.0 0.0 0.0
H -3.18404 0.49009 1.22795 0.0 0.0 0.1
H -0.34067 1.57336 1.75149 0.0 0.0 0.1
H -0.94668 0.11976 2.55762 -0.2 0.0 0.0
H -0.71471 0.19095 0.81212 0.0 0.0 0.0
```
Forces are in eV/Å.

***

# 4
This record from the Open Molecules 2025 dataset describes a gas-phase ion, C4H12NS (charge +1) in a non-equilibrium geometry. The level of theory is the ωB97M-V functional and the def2-TZVPD basis.

Spin multiplicity: 1
Total charge: +1
HOMO level in eV: -13.007
Lowest unoccupied orbital energy in eV: -3.3
F_max in eV/Å: 1.5
Relative energy (zero: lowest compared OMol25 entry of this formula, charge and spin) in kcal/mol: 1.7
Gap between HOMO and LUMO in eV: 9.72
SMILES: CSCCC[NH3+]

Geometry as XYZ:
```
18
Properties=species:S:1:pos:R:3:forces:R:3
C -0.15938 1.22607 1.31414 0.6 -0.6 -0.3
C -0.75167 0.97908 -0.07102 -0.4 0.3 0.3
C 0.31553 0.74245 -1.12646 0.1 -0.3 0.1
S 1.24800 -0.79720 -0.84583 -0.1 -0.2 -0.2
C 0.17070 -2.01382 -1.69336 -0.4 1.2 0.7
N 0.19898 -0.10494 1.98088 -0.6 0.8 0.5
H -0.74994 1.83202 1.99419 -0.1 -0.2 0.0
H 0.81127 1.67949 1.17972 0.2 0.5 0.1
H -1.44769 0.13651 -0.03353 -0.1 0.0 0.0
H -1.34420 1.86099 -0.32282 0.0 0.0 -0.1
H -0.11965 0.69937 -2.11934 0.0 0.0 -0.1
H 1.05657 1.54159 -1.12915 0.0 0.1 0.0
H 0.02252 -1.66262 -2.70538 0.4 -0.4 -0.4
H 0.67082 -2.95839 -1.56117 0.0 -0.3 -0.4
H -0.82427 -2.02058 -1.23999 0.2 -0.2 0.2
H 0.44750 -0.75209 1.19704 0.1 -0.2 0.2
H -0.55083 -0.42766 2.59913 0.0 -0.3 -0.4
H 1.00576 0.03973 2.58293 0.2 -0.2 0.0
```
Forces are in eV/Å.

***

# 5
This record from the Open Molecules 2025 dataset describes a gas-phase ion, C4H12NS (charge +1) in a non-equilibrium geometry. The level of theory is the ωB97M-V functional and the def2-TZVPD basis.

Spin multiplicity: 1
Total charge: +1
HOMO level in eV: -12.688
Lowest unoccupied orbital energy in eV: -3.4
F_max in eV/Å: 2.2
Relative energy (zero: lowest compared OMol25 entry of this formula, charge and spin) in kcal/mol: 18.5
Gap between HOMO and LUMO in eV: 9.25
SMILES: CSCCC[NH3+]

Geometry as XYZ:
```
18
Properties=species:S:1:pos:R:3:forces:R:3
C 1.71795 0.99187 0.31448 -0.4 0.7 0.3
C 0.31603 1.38926 -0.06416 -2.0 0.0 0.8
C -0.37048 0.26505 -0.88287 1.2 -0.3 0.0
S -0.89549 -1.25485 0.02370 -0.9 0.7 -0.5
C -2.69153 -1.52261 -0.42427 0.9 0.2 1.3
N 1.81254 -0.33607 1.08341 -0.6 -0.7 0.3
H 2.20174 1.80057 0.85752 0.1 -0.4 0.5
H 2.31204 0.83324 -0.55252 0.4 -0.2 -0.9
H -0.33743 1.66338 0.83188 1.0 -0.8 -0.7
H 0.20651 2.36592 -0.61766 1.0 -1.1 0.2
H -1.15511 0.75708 -1.37278 -1.7 0.1 -0.6
H 0.27246 -0.09987 -1.70327 0.0 0.4 0.4
H -3.01360 -2.16744 0.40620 -0.1 0.0 -0.6
H -3.26202 -0.60451 -0.35561 0.2 0.3 0.0
H -2.79217 -1.96696 -1.39458 0.1 -0.3 -0.3
H 2.04870 -0.22464 2.06219 -0.5 0.4 0.5
H 2.62354 -0.83116 0.76330 0.6 -0.4 -0.7
H 1.00631 -1.05827 1.02506 0.7 1.6 -0.1
```
Forces are in eV/Å.

***

# 6
This record from the Open Molecules 2025 dataset describes 2 unconnected molecules or ions with the total composition C4H12NS2 in a non-equilibrium geometry. The level of theory is the ωB97M-V functional and the def2-TZVPD basis.

Spin multiplicity: 1
Total charge: +1
HOMO level in eV: -12.681
Lowest unoccupied orbital energy in eV: -3.6
F_max in eV/Å: 1.3
Relative energy (zero: lowest compared OMol25 entry of this formula, charge and spin) in kcal/mol: 28.6
Gap between HOMO and LUMO in eV: 9.07

Geometry as XYZ:
```
19
Properties=species:S:1:pos:R:3:forces:R:3
C -0.24197 -1.16666 -2.29177 -0.3 0.5 -0.5
C 0.55239 -0.14665 -2.55917 -0.1 -0.2 0.4
N -1.28800 -1.01928 -1.24185 0.8 -0.2 0.7
H -0.32588 -2.09078 -2.84400 0.1 0.0 0.0
H 1.21203 -0.11183 -3.41527 0.1 -0.3 0.2
H 0.58743 0.70189 -1.88264 -0.2 0.2 -0.2
H -0.88537 -1.16415 -0.27356 -0.2 -0.3 -0.3
H -1.68470 -0.08321 -1.24826 -0.2 0.1 -0.2
H -2.02692 -1.70758 -1.37737 -0.1 0.1 0.1
C 1.10471 2.07111 1.75403 0.0 -0.1 0.3
C 0.34041 0.77985 1.47835 0.0 0.3 -1.2
S 0.49522 -0.44168 2.77552 -0.1 -1.0 -0.2
S -0.23746 -2.15262 1.73855 -0.1 1.1 0.6
H 2.17478 1.89638 1.88144 -0.1 -0.1 0.1
H 0.70942 2.53418 2.65828 0.1 0.2 -0.1
H 1.00323 2.75583 0.90701 -0.2 0.0 0.2
H 0.75847 0.33567 0.56920 0.1 -0.1 0.0
H -0.71672 0.98625 1.26925 0.1 0.1 0.3
H -1.53109 -1.97672 2.10226 0.2 -0.2 0.0
```
Forces are in eV/Å.